The following is a DFT calculation (ωB97M-V with the def2-TZVPD basis set) of a structure of composition C9H4N3O9S6Ti.

Kohn-Sham gap (spin up / spin down)	6.5 / 6.5	eV
ΔE to the lowest compared entry with this formula, charge and spin	0.0	kcal per mole
HOMO level (spin up / spin down)	-2.050 / -2.531	eV
LUMO energy (spin up / spin down)	4.41 / 3.97	eV
E_tot	-4425.54295	a.u.
expectation value of S²	0.755

ORCA input file:
```
! wB97M-V def2-TZVPD RIJCOSX def2/J DEFGRID3
* xyz -2 2
Ti 0.3001 0.4360 0.3426
O 3.1515 -0.4540 -1.9687
S 3.4814 0.0133 -0.6521
O 4.6371 -0.5898 -0.0294
O 2.3355 0.0451 0.2928
C 3.9490 1.7441 -0.8768
C 5.3181 1.9814 -0.9470
C 5.8111 3.2478 -1.2081
C 4.9349 4.3048 -1.4042
C 3.5706 4.0857 -1.3286
C 3.0690 2.8145 -1.0634
S 1.2867 2.7098 -0.9064
O 0.8347 1.4721 -1.5640
O 0.7897 3.9379 -1.4584
O 1.0119 2.5090 0.5348
H 5.9830 1.1446 -0.7857
H 6.8820 3.4063 -1.2575
H 5.3083 5.3003 -1.6120
H 2.8651 4.8911 -1.4734
S -3.5208 -1.6851 -0.6861
S -2.5858 -3.0765 0.2696
S -0.5167 -3.0522 -0.2608
S -0.1796 -1.4066 -1.3395
O -1.5147 1.2444 -0.1005
N -1.9112 2.2799 0.5481
C -2.8356 2.9903 -0.0316
C -3.3268 4.1432 0.6682
N -3.7581 5.0702 1.1966
C -3.4113 2.6880 -1.3165
N -3.9273 2.4791 -2.3227
O -0.2146 -0.7975 1.5688
O 0.1341 0.4568 2.1478
*
```